Entry 1:
The following is a DFT calculation (ωB97M-V with the def2-TZVPD basis set) of a structure of composition C25H41N2O2PdSi4Te.

## Properties
* energy above the lowest of the compared OMol25 structures with the same formula, charge and spin: 53.8 kJ/mol
* charge: -1
* gap between HOMO and LUMO: 6.5595 eV
* maximum force: 0.60 eV/A
* highest occupied orbital energy: -3.95 eV

Each line ends with the Löwdin charge.
Cartesian coordinates (Å):
Pd (0.448, -0.227, 2.474)  0.650
O (2.299, 0.039, 3.211)  -0.278
C (2.485, 0.449, 4.418)  -0.344
C (3.797, 0.891, 4.751)  -0.019
C (4.106, 1.403, 5.982)  -0.101
C (3.140, 1.494, 6.998)  -0.124
C (1.878, 1.033, 6.726)  -0.076
C (1.517, 0.498, 5.474)  -0.142
C (0.193, -0.063, 5.381)  -0.092
N (-0.273, -0.679, 4.365)  -0.072
C (-1.633, -1.218, 4.347)  -0.192
C (-1.957, -1.545, 2.887)  -0.239
N (-1.516, -0.394, 2.108)  -0.134
C (-2.426, 0.445, 1.731)  -0.116
C (-2.313, 1.803, 1.334)  -0.163
C (-3.428, 2.357, 0.656)  -0.112
C (-3.464, 3.657, 0.244)  -0.140
C (-2.341, 4.476, 0.529)  -0.111
C (-1.277, 4.012, 1.237)  -0.029
C (-1.216, 2.660, 1.762)  -0.413
O (-0.320, 2.315, 2.553)  -0.069
H (4.537, 0.835, 3.963)  0.112
H (5.116, 1.751, 6.169)  0.096
H (3.386, 1.907, 7.966)  0.086
H (1.114, 1.070, 7.497)  0.101
H (-0.415, 0.001, 6.290)  0.130
H (-2.343, -0.478, 4.728)  0.121
H (-1.692, -2.119, 4.966)  0.115
H (-3.028, -1.739, 2.755)  0.112
H (-1.390, -2.424, 2.576)  0.102
H (-3.449, 0.047, 1.735)  0.124
H (-4.266, 1.699, 0.438)  0.105
H (-4.314, 4.050, -0.298)  0.083
H (-2.335, 5.503, 0.178)  0.092
H (-0.432, 4.651, 1.467)  0.103
C (-2.055, 1.508, -2.425)  -0.211
Si (-0.273, 1.216, -2.926)  0.322
C (-0.205, 1.137, -4.814)  -0.224
C (0.775, 2.662, -2.356)  -0.222
Si (0.528, -0.768, -1.971)  -0.026
Te (1.726, -0.419, 0.183)  0.467
Si (-1.113, -2.428, -2.072)  0.324
C (-2.454, -2.201, -0.777)  -0.213
C (-1.946, -2.397, -3.768)  -0.218
C (-0.351, -4.130, -1.812)  -0.225
Si (2.303, -1.500, -3.315)  0.290
C (3.259, -2.901, -2.504)  -0.231
C (3.487, -0.064, -3.598)  -0.226
C (1.729, -2.125, -5.004)  -0.222
H (-2.412, 2.485, -2.762)  0.033
H (-2.154, 1.483, -1.339)  0.004
H (-2.716, 0.744, -2.845)  0.016
H (-0.626, 2.051, -5.242)  0.024
H (-0.774, 0.289, -5.204)  0.014
H (0.824, 1.044, -5.169)  0.007
H (0.364, 3.604, -2.730)  0.027
H (1.805, 2.568, -2.707)  0.018
H (0.798, 2.701, -1.265)  0.013
H (-2.950, -1.234, -0.881)  0.019
H (-2.007, -2.244, 0.216)  0.003
H (-3.207, -2.992, -0.858)  0.029
H (-2.465, -1.448, -3.922)  0.011
H (-2.684, -3.200, -3.850)  0.024
H (-1.221, -2.516, -4.576)  0.009
H (0.247, -4.141, -0.898)  0.029
H (0.303, -4.401, -2.644)  0.011
H (-1.128, -4.896, -1.728)  0.023
H (3.577, -2.613, -1.501)  0.000
H (4.144, -3.151, -3.096)  0.024
H (2.644, -3.799, -2.412)  0.011
H (3.774, 0.385, -2.645)  0.020
H (3.022, 0.713, -4.210)  0.010
H (4.394, -0.400, -4.109)  0.024
H (1.121, -3.027, -4.899)  0.011
H (2.594, -2.380, -5.625)  0.024
H (1.137, -1.379, -5.537)  0.007



Entry 2:
The following is a DFT calculation (ωB97M-V with the def2-TZVPD basis set) of a structure of composition C19H24N3O3S at a distorted geometry.

## Properties
* energy above the lowest of the compared OMol25 structures with the same formula, charge and spin: 1747.1 kJ/mol
* charge: +1
* gap between HOMO and LUMO: 8.2090 eV
* maximum force: 19.11 eV/A
* highest occupied orbital energy: -12.02 eV

Each line ends with the natural charge from an NBO analysis.
Cartesian coordinates (Å):
C (-1.751, 0.324, -2.278)  -0.654
H (-1.477, -0.103, -1.294)  0.240
H (-2.814, 0.566, -2.023)  0.234
H (-1.889, -0.597, -3.022)  0.201
C (-1.032, 1.306, -3.097)  -0.158
C (-1.561, 2.101, -4.193)  -0.575
H (-2.457, 2.671, -3.873)  0.224
H (-1.799, 1.161, -4.946)  0.195
H (-0.923, 2.696, -4.619)  0.213
C (0.433, 0.809, -3.431)  -0.463
H (1.252, 1.529, -3.750)  0.236
H (0.426, -0.057, -4.285)  0.245
C (1.141, 0.097, -2.474)  -0.229
C (2.691, -0.413, -2.786)  0.764
O (2.817, -1.032, -3.977)  -0.580
O (3.692, -0.032, -1.972)  -0.470
C (2.969, 0.499, -0.798)  0.247
C (4.072, 1.484, -0.176)  -0.494
H (4.202, 2.058, -0.765)  0.157
H (5.085, 0.984, 0.139)  0.213
H (3.632, 1.748, 0.680)  0.203
C (3.120, -0.721, 0.237)  0.256
C (3.938, -1.794, 0.441)  -0.571
S (3.468, -2.856, 1.553)  0.632
C (1.881, -2.406, 1.720)  0.174
N (1.765, -1.030, 1.049)  -0.609
N (0.759, -2.445, 2.418)  -0.317
H (1.053, -3.558, 3.069)  0.399
N (-0.223, -1.753, 2.869)  -0.432
C (-1.059, -0.864, 2.251)  0.696
O (-0.617, -0.526, 1.230)  -0.608
H (0.845, -0.611, 0.814)  0.452
C (-2.292, -0.581, 2.928)  -0.184
C (-3.061, -1.369, 3.647)  -0.129
C (-4.202, -0.961, 4.242)  -0.262
C (-4.600, 0.176, 4.166)  -0.130
C (-4.103, 0.933, 3.071)  -0.189
C (-2.739, 0.888, 2.672)  -0.142
H (-2.263, 1.299, 1.883)  0.219
H (-4.243, 2.071, 2.907)  0.232
H (-5.686, 0.744, 4.514)  0.252
H (-4.499, -1.484, 5.017)  0.227
H (-2.583, -2.363, 3.888)  0.195
H (-0.678, -2.063, 3.698)  0.408
H (4.876, -1.966, -0.215)  0.321
C (1.574, 1.003, -1.104)  -0.478
H (0.888, 1.131, -0.357)  0.235
H (1.741, 2.104, -1.512)  0.233
H (0.753, -0.916, -1.947)  0.232
H (-0.523, 2.119, -2.208)  0.138



Entry 3:
The following is a DFT calculation (ωB97M-V with the def2-TZVPD basis set) of the molecule C5H13NO at a distorted geometry.

## Properties
* energy above the lowest of the compared OMol25 structures with the same formula, charge and spin: 230.6 kJ/mol
* charge: 0
* gap between HOMO and LUMO: 9.9200 eV
* maximum force: 3.99 eV/A
* highest occupied orbital energy: -8.91 eV

Each line ends with the natural charge from an NBO analysis.
Cartesian coordinates (Å):
C (0.758, 0.744, 1.116)  -0.083
O (0.629, 1.456, 2.320)  -0.711
C (-0.437, 0.829, 0.241)  -0.091
C (-0.469, -0.551, -0.639)  -0.180
C (0.957, -0.893, -1.212)  -0.651
C (-1.084, -1.766, 0.363)  -0.640
N (-0.267, 1.876, -0.772)  -0.862
H (1.152, -0.277, 1.514)  0.188
H (1.547, 1.224, 0.576)  0.164
H (0.289, 2.270, 2.095)  0.458
H (-1.446, 0.915, 0.838)  0.211
H (-1.158, -0.345, -1.462)  0.191
H (0.878, -1.982, -1.412)  0.221
H (1.640, -0.855, -0.372)  0.209
H (1.321, -0.290, -2.134)  0.213
H (-2.125, -1.355, 0.547)  0.211
H (-0.416, -2.026, 1.223)  0.214
H (-1.331, -2.692, -0.080)  0.207
H (0.618, 1.802, -1.365)  0.367
H (-1.058, 1.916, -1.387)  0.362



Entry 4:
The following is a DFT calculation (ωB97M-V with the def2-TZVPD basis set) of a cluster of 2 separate species, C6H8 in total at a distorted geometry.

## Properties
* energy above the lowest of the compared OMol25 structures with the same formula, charge and spin: 610.9 kJ/mol
* charge: 0
* gap between HOMO and LUMO: 7.6037 eV
* maximum force: 2.41 eV/A
* highest occupied orbital energy: -8.03 eV

Each line ends with the natural charge from an NBO analysis.
Cartesian coordinates (Å):
C (1.154, 0.804, 0.299)  -0.512
C (0.628, -0.510, -0.306)  -0.344
C (-0.221, -1.203, 0.763)  -0.547
C (-1.540, -0.448, 0.790)  0.000
C (-1.445, 0.429, -0.359)  -0.450
C (-0.319, 0.210, -1.156)  -0.026
H (0.903, 1.790, -0.076)  0.219
H (2.271, 0.751, 0.394)  0.220
H (1.409, -1.099, -0.789)  0.243
H (0.239, -1.115, 1.754)  0.243
H (-0.391, -2.270, 0.582)  0.247
H (-0.322, 0.938, 0.890)  0.246
H (-2.279, 1.053, -0.671)  0.229
H (-0.086, 0.669, -2.114)  0.232



Entry 5:
The following is a DFT calculation (ωB97M-V with the def2-TZVPD basis set) of a structure of composition C12H30MgNO9 at a distorted geometry.

## Properties
* energy above the lowest of the compared OMol25 structures with the same formula, charge and spin: 0.0 kJ/mol
* charge: +1
* gap between HOMO and LUMO: 9.5828 eV
* maximum force: 1.18 eV/A
* highest occupied orbital energy: -11.78 eV

Each line ends with the natural charge from an NBO analysis.
Cartesian coordinates (Å):
Mg (24.247, -7.509, -7.832)  1.788
N (21.538, -6.019, -7.058)  0.730
O (20.917, -6.515, -6.127)  -0.429
O (22.753, -6.432, -7.275)  -0.795
O (21.055, -5.234, -7.862)  -0.443
C (25.987, -5.272, -6.278)  -0.252
O (25.352, -6.553, -6.394)  -0.642
C (24.834, -6.975, -5.124)  -0.107
C (24.736, -8.472, -5.101)  -0.091
O (23.964, -8.845, -6.233)  -0.612
C (23.469, -10.173, -6.144)  -0.248
H (25.244, -4.480, -6.128)  0.207
H (26.496, -5.028, -7.205)  0.196
H (26.663, -5.257, -5.426)  0.196
H (23.832, -6.562, -4.974)  0.231
H (25.444, -6.613, -4.294)  0.206
H (24.319, -8.817, -4.151)  0.214
H (25.733, -8.942, -5.128)  0.179
H (22.766, -10.336, -6.956)  0.207
H (22.987, -10.372, -5.189)  0.204
H (24.294, -10.887, -6.272)  0.173
C (21.873, -8.602, -9.539)  -0.260
O (23.182, -8.754, -9.002)  -0.633
C (23.946, -9.657, -9.813)  -0.091
C (25.323, -9.904, -9.206)  -0.079
O (25.675, -8.837, -8.332)  -0.640
C (27.059, -8.856, -7.951)  -0.255
H (21.887, -8.043, -10.479)  0.190
H (21.274, -8.030, -8.834)  0.229
H (21.406, -9.572, -9.709)  0.195
H (24.041, -9.239, -10.820)  0.201
H (23.447, -10.623, -9.934)  0.201
H (26.049, -10.044, -10.007)  0.208
H (25.308, -10.836, -8.627)  0.186
H (27.277, -9.652, -7.241)  0.198
H (27.308, -7.873, -7.562)  0.205
H (27.675, -8.980, -8.847)  0.199
C (26.914, -8.251, -12.245)  -0.250
O (26.219, -7.723, -11.132)  -0.563
C (26.244, -6.321, -11.124)  -0.101
C (25.869, -5.804, -9.765)  -0.081
O (24.569, -6.175, -9.303)  -0.639
C (23.531, -5.679, -10.154)  -0.277
H (26.956, -9.329, -12.108)  0.191
H (27.913, -7.817, -12.322)  0.182
H (26.376, -8.039, -13.176)  0.183
H (25.577, -5.925, -11.903)  0.185
H (27.240, -5.925, -11.364)  0.192
H (25.958, -4.713, -9.754)  0.202
H (26.578, -6.215, -9.045)  0.187
H (23.515, -6.232, -11.092)  0.177
H (23.704, -4.615, -10.330)  0.197
H (22.578, -5.755, -9.638)  0.248



Entry 6:
The following is a DFT calculation (ωB97M-V with the def2-TZVPD basis set) of a cluster of 12 separate species, C13H46F3O14S in total at a distorted geometry.

## Properties
* energy above the lowest of the compared OMol25 structures with the same formula, charge and spin: 270.3 kJ/mol
* charge: -1
* gap between HOMO and LUMO: 8.2754 eV
* maximum force: 3.72 eV/A
* highest occupied orbital energy: -6.09 eV

Each line ends with the Löwdin charge.
Cartesian coordinates (Å):
C (-2.109, -0.699, -0.493)  -0.609
F (-2.701, 0.435, 0.018)  0.081
F (-2.471, -1.795, 0.175)  0.114
F (-2.326, -0.810, -1.819)  0.092
S (-0.165, -0.528, -0.375)  0.525
O (0.085, -0.632, 1.089)  -0.407
O (0.321, -1.686, -1.160)  -0.391
O (0.200, 0.819, -0.936)  -0.394
O (-7.155, -2.886, 0.071)  -0.056
H (-6.289, -2.692, 0.429)  0.028
H (-6.979, -3.247, -0.798)  0.027
O (3.383, -6.414, -3.565)  -0.052
H (3.361, -6.169, -2.639)  0.026
H (3.898, -5.725, -3.983)  0.022
O (-3.285, -6.696, 2.126)  -0.054
H (-3.075, -7.314, 2.826)  0.024
H (-2.552, -6.081, 2.121)  0.027
O (-0.235, -4.039, 4.115)  -0.056
H (-0.047, -3.142, 3.837)  0.032
H (-0.689, -3.941, 4.952)  0.026
O (-5.474, 0.118, -6.472)  -0.051
H (-6.266, 0.157, -7.007)  0.025
H (-5.319, -0.818, -6.340)  0.029
O (2.094, -5.325, 0.472)  -0.057
H (1.849, -4.532, -0.003)  0.029
H (1.667, -5.236, 1.325)  0.023
O (-5.733, 2.959, -3.067)  -0.054
H (-5.337, 2.323, -3.663)  0.025
H (-6.541, 2.540, -2.772)  0.025
C (4.136, -1.061, 6.169)  -0.066
C (3.826, 0.399, 6.079)  -0.515
C (4.843, 1.330, 5.356)  -0.043
O (2.475, 0.633, 5.748)  -0.048
H (5.000, -1.307, 6.786)  0.077
H (4.282, -1.471, 5.170)  0.083
H (3.309, -1.584, 6.649)  0.079
H (3.693, 0.777, 7.092)  0.128
H (4.525, 2.346, 5.589)  0.070
H (4.876, 1.247, 4.269)  0.074
H (5.866, 1.252, 5.724)  0.069
H (2.286, 0.290, 4.872)  0.092
C (3.511, 5.282, -2.151)  -0.058
C (2.666, 5.653, -3.395)  -0.491
C (3.005, 4.958, -4.728)  -0.047
O (1.401, 5.302, -2.982)  -0.070
H (3.920, 4.276, -2.056)  0.077
H (2.984, 5.408, -1.205)  0.080
H (4.424, 5.876, -2.131)  0.065
H (2.466, 6.720, -3.498)  0.134
H (2.710, 3.909, -4.732)  0.078
H (4.085, 4.882, -4.848)  0.066
H (2.582, 5.438, -5.611)  0.072
H (1.458, 4.430, -2.585)  0.092
C (5.814, -1.920, -4.457)  -0.068
C (4.844, -0.997, -5.157)  -0.538
C (5.355, -0.589, -6.587)  -0.038
O (3.704, -1.702, -5.314)  -0.043
H (6.092, -2.764, -5.089)  0.083
H (5.410, -2.218, -3.489)  0.078
H (6.732, -1.396, -4.191)  0.072
H (4.565, -0.123, -4.568)  0.137
H (6.376, -0.228, -6.460)  0.067
H (4.705, 0.158, -7.043)  0.072
H (5.425, -1.461, -7.238)  0.074
H (3.256, -1.869, -4.482)  0.105
C (-8.689, 1.318, 4.962)  -0.052
C (-7.409, 2.184, 4.698)  -0.469
C (-6.125, 1.383, 4.790)  -0.068
O (-7.711, 2.835, 3.435)  -0.066
H (-8.642, 0.921, 5.976)  0.071
H (-8.857, 0.543, 4.215)  0.078
H (-9.558, 1.965, 4.839)  0.068
H (-7.292, 2.995, 5.417)  0.123
H (-6.015, 0.957, 5.787)  0.079
H (-5.235, 1.960, 4.538)  0.076
H (-6.128, 0.590, 4.042)  0.082
H (-7.059, 3.532, 3.332)  0.079